(1)
Density functional theory data (ωB97M-V with the def2-TZVPD basis set) for a molecular structure, C23H43AlBrF6N5O4S4Si in a non-equilibrium geometry.

Computed properties:
**Orbital gap**: 8.6083 eV
**HOMO energy**: -14.1 eV
**Charge**: +2
**Maximum force**: 1.6 eV Å⁻¹

CARTESIAN COORDINATES (ANGSTROEM)
Al 0.1385 -0.9654 -0.5965
F -1.2692 -5.0883 -1.1441
C -1.4853 -4.4652 -2.3014
F -2.7389 -4.6243 -2.6520
F -0.6832 -4.9926 -3.2091
S -1.0994 -2.6461 -2.0543
O 0.3529 -2.4807 -2.0488
O -1.5537 -2.2628 -0.7359
N -1.8003 -1.9082 -3.2108
S -1.5569 -0.3457 -3.1927
O -2.6853 0.4862 -3.2705
O -0.6487 -0.0688 -2.0538
C -0.4369 -0.0702 -4.6692
F 0.6141 -0.8672 -4.4901
F -0.0226 1.1817 -4.7168
F -1.0412 -0.3920 -5.7896
C 0.6306 3.4066 2.7173
C -0.8911 3.5339 2.8806
C -1.2290 4.9159 3.4669
C -1.3239 2.4600 3.8898
Si -1.8118 3.3589 1.1504
Br -1.0345 0.3476 0.8686
C -0.8896 4.0732 -0.4399
C -0.5021 5.5345 -0.1495
C -1.7754 4.0581 -1.6946
C 0.3805 3.2818 -0.7830
C -3.7576 3.1524 1.1152
C -4.2666 2.4182 2.3644
C -4.3974 4.5515 1.0863
C -4.2256 2.3533 -0.1110
H 1.0967 3.4918 3.6962
H 1.0454 4.1893 2.0901
H 0.8836 2.4327 2.3073
H -0.6837 5.0555 4.3969
H -2.2889 4.9951 3.6871
H -0.9582 5.7242 2.7954
H -0.6959 2.5349 4.7743
H -1.2060 1.4680 3.4672
H -2.3500 2.5898 4.2086
H -1.3720 6.1281 0.1170
H -0.0559 5.9758 -1.0378
H 0.2238 5.6059 0.6538
H -2.6797 4.6432 -1.5585
H -2.0386 3.0451 -1.9894
H -1.2249 4.5046 -2.5205
H 1.0464 3.1686 0.0651
H 0.9238 3.8011 -1.5703
H 0.1289 2.2904 -1.1573
H -4.1307 3.0182 3.2581
H -3.7687 1.4615 2.4892
H -5.3342 2.2376 2.2584
H -4.1248 5.1260 1.9667
H -5.4797 4.4519 1.0747
H -4.1049 5.1175 0.2075
H -3.7309 1.3873 -0.1589
H -4.0553 2.8831 -1.0408
H -5.2962 2.1772 -0.0304
C 4.6195 -2.8711 -0.4860
N 3.5678 -2.0475 -1.0474
C 3.5636 -0.7213 -1.1209
S 2.0831 0.1688 -1.1484
N 4.6548 0.0304 -1.1869
C 5.9949 -0.3561 -1.5800
H 4.1592 -3.6833 0.0744
H 5.2302 -2.2848 0.1963
H 5.2509 -3.3123 -1.2558
H 2.6731 -2.5136 -1.1789
H 4.4757 1.0273 -1.1722
H 5.9700 -1.2696 -2.1671
H 6.6431 -0.4911 -0.7140
H 6.4155 0.4381 -2.1941
C 1.2835 -7.0052 2.9527
C 1.3415 -6.1437 1.7538
C 1.6304 -6.6060 0.4877
C 1.7381 -5.6846 -0.5670
N 1.5510 -4.3863 -0.3611
C 1.2084 -3.9551 0.8412
S 0.9427 -2.3154 1.1743
N 1.1095 -4.8186 1.8935
C 2.1042 -6.1201 -1.9326
H 1.9023 -7.8878 2.8161
H 0.2581 -7.3411 3.1126
H 1.6055 -6.4709 3.8441
H 1.8121 -7.6548 0.3170
H 0.8719 -4.4241 2.8005
H 3.0573 -6.6465 -1.9143
H 2.1617 -5.2711 -2.6066
H 1.3603 -6.8234 -2.3065

Atom charges from the Löwdin analysis, given in e for atoms 1 to 4:
1 Al -0.785
2 F 0.165
3 C -0.648
4 F 0.205

---

(2)
Density functional theory data (ωB97M-V with the def2-TZVPD basis set) for a molecular structure, C26H31N3O4S in a non-equilibrium geometry.

Computed properties:
**Orbital gap**: 7.4090 eV
**HOMO energy**: -7.9 eV
**Maximum force**: 19.3 eV Å⁻¹

CARTESIAN COORDINATES (ANGSTROEM)
C 1.0016 -4.0289 -6.9478
H 1.2663 -4.6329 -6.1128
O -0.0406 -3.2903 -6.9028
C 0.1269 -2.1781 -5.8999
C 1.3978 -1.9043 -5.0467
C 1.1776 -0.7993 -4.0636
C 0.0141 0.1570 -3.9448
C -0.9267 -0.3511 -4.8366
C -0.9646 -1.3763 -5.7073
O -2.0088 -1.5645 -6.6766
C -3.3006 -0.8893 -6.5510
H -2.8762 0.1607 -6.7653
H -3.4855 -0.6861 -5.7027
H -3.9148 -1.2017 -7.4104
H -1.7420 0.3454 -4.7842
C -0.0943 1.1614 -3.0289
C 0.6746 1.4217 -1.9722
C 0.3158 2.6407 -1.1992
O -0.1748 3.3268 -1.9232
N 0.5503 2.7301 0.1289
C 1.1758 1.6369 1.0078
C 0.8200 1.8568 2.4540
C 1.3447 0.7929 3.2314
C 1.8935 -0.2267 2.7687
C 2.2502 -0.7437 1.3913
C 1.6567 0.4581 0.3943
S 1.9222 0.3022 -1.2791
H 2.5414 -1.5048 0.9176
H 2.4095 -0.9396 3.4358
C 1.2179 1.1835 4.6261
O 1.0899 2.1266 5.1116
N 1.3672 -0.0343 5.4955
H 1.0837 -0.9038 4.9810
C 0.8976 0.1707 6.8368
C -0.4863 -0.5989 7.0498
C -1.7257 -0.3574 5.9892
N -1.1778 -0.9237 4.6933
C -2.1572 -1.9831 4.5249
C -3.3998 -1.9085 4.0269
H -4.2427 -1.9878 4.9330
H -3.7044 -2.4829 3.1481
C -3.5475 -0.3612 3.5543
H -3.6295 -0.3594 2.4755
H -3.8849 0.3482 4.0296
C -1.8101 -0.1355 3.6952
H -1.2248 -0.3465 2.5284
H -1.6623 1.1093 3.6217
H -1.2891 -2.5551 3.6497
H -1.8907 -2.8186 5.4702
H -1.5963 0.8702 6.0383
H -2.5689 -0.5332 6.3663
H -0.8673 -0.5334 8.0222
H -0.3177 -1.8689 6.7540
H 1.5396 -0.2403 7.3976
H 0.6391 1.2429 6.9391
H 0.3314 2.7420 2.7298
C 0.5212 4.0192 0.6936
H 1.2192 4.3317 1.3846
H -0.5722 3.9541 1.2315
H 0.1032 4.8674 -0.3226
H -0.6087 1.8240 -3.4210
H 1.9755 -0.6898 -3.5582
H 2.0876 -2.6396 -5.1057
H 1.9201 -3.4461 -7.0649
H 0.8096 -4.6684 -7.7060

Atom charges from the Löwdin analysis, given in e for atoms 1 to 4:
1 C -0.235
2 H 0.091
3 O -0.044
4 C -0.035

---

(3)
Density functional theory data (ωB97M-V with the def2-TZVPD basis set) for 5 unconnected molecules or ions with the total composition C8H20N4O10 in a non-equilibrium geometry.

Computed properties:
**Orbital gap**: 10.3491 eV
**SMILES**: C[N+](=O)[O-].C[N+](=O)[O-].C[N+](=O)[O-].C[N+](=O)[O-].CCOC(C)=O
**HOMO energy**: -10.4 eV
**Maximum force**: 1.9 eV Å⁻¹

CARTESIAN COORDINATES (ANGSTROEM)
C 1.7202 3.9202 -6.1278
N 1.8835 2.8807 -5.0538
O 1.4842 3.1349 -3.9435
O 2.3537 1.8239 -5.4223
H 2.6283 4.4336 -6.4260
H 0.9966 4.6428 -5.7641
H 1.3310 3.3455 -6.9634
C 1.4507 1.2272 -1.1675
N 1.0517 -0.1665 -0.8256
O 0.1040 -0.3282 -0.0870
O 1.7757 -1.0466 -1.2614
H 2.1407 1.2843 -1.9969
H 1.8592 1.6987 -0.2745
H 0.5410 1.7887 -1.3774
C 4.7449 -0.9426 -3.1722
N 5.9443 -0.1137 -3.4131
O 6.1022 0.9150 -2.8011
O 6.6405 -0.4451 -4.3475
H 3.8227 -0.5550 -3.5966
H 4.6284 -1.2412 -2.1352
H 4.9187 -1.8635 -3.7289
C -3.5487 1.6862 0.1711
N -3.0761 1.3216 -1.2105
O -3.9360 1.0747 -2.0188
O -1.8959 1.3132 -1.4183
H -2.7881 2.3567 0.5682
H -3.5379 0.7673 0.7436
H -4.4264 2.2990 0.0016
O -0.7320 -1.3738 5.1122
C -1.5295 -1.9867 4.4513
O -2.5498 -2.7192 4.9423
C -2.6840 -2.6221 6.3603
C -3.9119 -3.3682 6.8853
C -1.5173 -1.9890 2.9739
H -2.8238 -1.5880 6.6757
H -1.8058 -3.0390 6.8506
H -3.8604 -4.4418 6.6882
H -4.8310 -3.0713 6.3784
H -3.9274 -3.1752 7.9548
H -2.3879 -1.4093 2.6404
H -1.6826 -2.9834 2.5628
H -0.6697 -1.4451 2.5725

Atom charges from the Löwdin analysis, given in e for atoms 1 to 4:
1 C 0.051
2 N -0.444
3 O 0.068
4 O 0.061

---

(4)
Density functional theory data (ωB97M-V with the def2-TZVPD basis set) for 3 unconnected molecules or ions with the total composition C14H24F2N4O4.

Computed properties:
**Orbital gap**: 9.6655 eV
**SMILES**: N#C[C@H]([C@@H](N)C#N)N(C(=O)F)C(=O)F.CCOCC.CCOCC
**HOMO energy**: -9.7 eV
**Maximum force**: 0.8 eV Å⁻¹

CARTESIAN COORDINATES (ANGSTROEM)
N -5.7113 -2.4385 4.7822
C -5.8444 -1.7367 3.8824
C -6.0217 -0.8175 2.7415
N -7.1835 -1.2587 1.9766
C -4.7151 -0.8377 1.8630
C -4.9485 -1.4059 0.5240
N -5.0750 -1.8046 -0.5449
N -4.0704 0.4983 1.7185
C -3.2192 0.8549 2.8135
O -2.1054 1.1984 2.7206
F -3.8434 0.6892 3.9877
C -4.9035 1.5618 1.3457
O -5.1649 2.5159 1.9792
F -5.3901 1.3359 0.1367
H -6.1370 0.1823 3.1771
H -7.5290 -0.5284 1.3652
H -7.9315 -1.5548 2.5912
H -3.9717 -1.4723 2.3527
C 3.6826 -0.1544 1.6916
C 2.7422 -0.6601 0.6103
O 1.4528 -1.0084 1.0754
C 0.7057 0.0333 1.6819
C 0.4475 1.2171 0.7643
H 3.7903 -0.8985 2.4816
H 4.6667 0.0462 1.2654
H 3.3255 0.7704 2.1462
H 3.1448 -1.5775 0.1787
H 2.6712 0.0689 -0.2059
H 1.1833 0.3625 2.6117
H -0.2402 -0.4274 1.9619
H 1.3732 1.7103 0.4641
H -0.1736 1.9545 1.2682
H -0.0655 0.8890 -0.1415
C 5.2191 -0.3101 -2.2557
C 4.2925 0.8111 -2.6944
O 4.6246 1.3871 -3.9436
C 4.6102 0.5103 -5.0559
C 3.2635 -0.1414 -5.3195
H 6.2517 0.0388 -2.2117
H 4.9290 -0.6635 -1.2661
H 5.1827 -1.1642 -2.9332
H 4.3517 1.6353 -1.9822
H 3.2516 0.4659 -2.6924
H 5.3901 -0.2535 -4.9554
H 4.8886 1.1349 -5.9048
H 2.9514 -0.7891 -4.4993
H 3.3192 -0.7534 -6.2204
H 2.4931 0.6174 -5.4622

Atom charges from the Löwdin analysis, given in e for atoms 1 to 4:
1 N 0.185
2 C -0.175
3 C -0.313
4 N 0.068